# 1
One molecule with the formula C22H27NO6, computed with wB97M-V/def2-TZVPD.

Structure (XYZ):
```
56
Properties=species:S:1:pos:R:3:nbo_charge:R:1
C 1.6990 2.8670 2.8951 -0.641
C 2.9207 2.1821 2.2995 -0.078
H 3.6773 2.9170 2.0048 0.198
H 3.3459 1.4611 3.0003 0.191
O 2.5440 1.4150 1.1566 -0.513
C 2.4700 2.0475 -0.0178 0.806
O 2.8517 3.1710 -0.2115 -0.607
C 1.7940 1.1580 -1.0341 -0.488
H 2.2249 1.3012 -2.0231 0.239
H 1.9133 0.1224 -0.7161 0.221
C 0.2939 1.5364 -1.0542 -0.441
C -0.5366 0.3415 -1.3553 0.074
C -0.8314 -0.1800 -2.6040 -0.057
N -1.5755 -1.3205 -2.4188 -0.467
C -1.7467 -1.5648 -1.1080 0.259
C -1.1140 -0.5403 -0.4037 -0.284
C -1.0418 -0.3632 1.0481 0.797
O -0.8306 0.6799 1.6180 -0.600
O -1.2479 -1.5193 1.7128 -0.520
C -1.1322 -1.4363 3.1291 -0.108
C 0.2813 -1.1702 3.5816 0.048
C 0.5216 -0.4245 4.7271 -0.242
C 1.8181 -0.2005 5.1540 -0.194
C 2.8851 -0.7119 4.4346 -0.231
C 2.6509 -1.4452 3.2840 -0.196
C 1.3546 -1.6766 2.8617 -0.241
H 1.1708 -2.2493 1.9639 0.217
H 3.4792 -1.8381 2.7134 0.215
H 3.8974 -0.5374 4.7699 0.215
H 1.9961 0.3809 6.0467 0.213
H -0.3093 -0.0164 5.2843 0.211
H -1.4774 -2.4090 3.4941 0.203
H -1.7970 -0.6496 3.5036 0.202
C -2.5690 -2.7110 -0.6324 -0.442
H -2.0744 -3.1854 0.2147 0.242
C -3.9615 -2.2419 -0.2014 -0.590
H -4.5568 -3.0885 0.1305 0.211
H -4.4763 -1.7567 -1.0277 0.205
H -3.8789 -1.5322 0.6169 0.212
H -2.6626 -3.4431 -1.4381 0.206
H -1.9328 -1.8759 -3.1802 0.430
C -0.4860 0.3126 -3.9253 0.772
O 0.1956 1.2807 -4.1597 -0.600
O -1.0269 -0.4732 -4.8893 -0.531
C -0.7784 -0.0803 -6.2380 -0.073
C -1.7331 1.0164 -6.6877 -0.635
H -1.5691 1.9131 -6.0954 0.227
H -2.7648 0.6945 -6.5656 0.208
H -1.5541 1.2478 -7.7337 0.217
H 0.2569 0.2663 -6.3197 0.201
H -0.9145 -0.9898 -6.8275 0.187
H 0.1332 2.3049 -1.8091 0.246
H 0.0024 1.9197 -0.0763 0.250
H 0.8998 2.1396 3.0173 0.231
H 1.3540 3.6559 2.2310 0.217
H 1.9479 3.2985 3.8603 0.209
```

The value obtained for the LUMO energy is 0.5 eV. For the largest force on an atom, the calculation gives 0.6 eV/Å. The gap between HOMO and LUMO comes out at 9.20 eV. The calculation puts the relative energy (zero: lowest compared OMol25 entry of this formula, charge and spin) at 18.12 kcal/mol.

***

# 2
One molecule with the formula C18H17NO4 at a distorted geometry, computed with wB97M-V/def2-TZVPD.

Structure (XYZ):
```
40
Properties=species:S:1:pos:R:3:nbo_charge:R:1
O -1.7465 -2.3756 -2.4808 -0.724
O 1.0526 0.7727 3.6072 -0.696
O 2.7048 3.2176 -0.0771 -0.465
O 1.2282 2.8310 1.6173 -0.503
C -1.7098 -1.4468 3.8778 -0.172
C -0.6184 -0.6774 4.2295 -0.271
C 1.8712 1.3589 -1.4421 -0.254
C -2.1818 -1.4317 2.5145 -0.234
C 1.9392 2.0952 -0.2907 0.259
C -0.0558 0.0021 3.2306 0.302
C 1.2093 1.6784 0.8284 0.168
C -0.3908 -0.1078 1.8452 -0.066
C 0.4145 0.5116 0.7219 0.001
C 1.2075 0.1490 -1.5788 -0.003
C -1.5486 -0.8227 1.4607 0.000
C 0.4032 -0.2089 -0.5122 -0.060
C 2.2033 3.7003 1.1554 0.236
C 1.2507 -0.6374 -2.8480 -0.461
C -1.9863 -1.0285 0.0160 -0.448
C -1.3889 -0.1472 -2.8059 -0.454
C 0.2985 -1.8832 -2.9739 -0.197
C -0.6926 -1.3764 -0.7060 -0.034
N -0.9175 -1.5007 -2.2174 0.101
H 1.3691 1.4010 2.8660 0.496
H -2.3022 -1.9366 4.7252 0.223
H -0.1338 -0.6876 5.1869 0.235
H 2.6113 1.5382 -2.3119 0.218
H -3.0639 -2.0561 2.2840 0.210
H 3.0726 3.8010 1.9133 0.155
H 1.7564 4.7102 1.0908 0.170
H 2.2256 -0.9233 -3.1002 0.231
H 0.9858 0.1006 -3.5532 0.216
H -2.4776 -0.1810 -0.3454 0.224
H -2.6182 -1.9005 -0.0797 0.254
H -2.4496 -0.0215 -2.9813 0.238
H -1.0203 0.6866 -2.1559 0.210
H -0.9453 -0.0257 -3.7903 0.204
H 0.2389 -1.9915 -4.0548 0.229
H 0.6233 -2.8413 -2.5542 0.225
H -0.4182 -2.3450 -0.3110 0.235
```

The value obtained for the LUMO energy is 0.3 eV. For the largest force on an atom, the calculation gives 7.1 eV/Å. The gap between HOMO and LUMO comes out at 8.52 eV. The calculation puts the relative energy (zero: lowest compared OMol25 entry of this formula, charge and spin) at 146.56 kcal/mol.

***

# 3
A 2-piece molecular cluster, C5H14 overall at a distorted geometry, computed with wB97M-V/def2-TZVPD.

Structure (XYZ):
```
19
Properties=species:S:1:pos:R:3:nbo_charge:R:1
C 0.5488 -0.0897 1.1226 -0.430
C 1.2313 -0.4119 2.4604 -0.622
C 1.4314 0.7731 0.2121 -0.630
H -0.6020 -0.0201 1.4343 0.214
H 0.5502 -1.0606 0.6079 0.197
H 0.5845 -0.8987 3.2245 0.217
H 1.8364 -1.3241 2.2540 0.197
H 2.2337 0.1699 -0.3159 0.212
H 2.0979 1.3783 0.8134 0.202
H 1.9585 0.3183 2.7165 0.206
H 0.7696 1.3996 -0.5264 0.231
C -0.9403 0.2902 -1.9267 -0.568
C -2.2750 -0.4690 -1.7821 -0.623
H -0.0141 -0.3510 -1.6069 0.199
H -0.7419 0.5336 -2.8274 0.182
H -1.0250 1.2640 -1.2702 0.191
H -2.0857 -1.1629 -0.9000 0.206
H -2.5094 -0.9612 -2.7523 0.210
H -3.0296 0.1589 -1.3704 0.208
```

The value obtained for the LUMO energy is 1.1 eV. For the largest force on an atom, the calculation gives 7.6 eV/Å. The gap between HOMO and LUMO comes out at 11.60 eV. The calculation puts the relative energy (zero: lowest compared OMol25 entry of this formula, charge and spin) at 53.34 kcal/mol.

***

# 4
A 2-piece molecular cluster, C2H7O2 overall, computed with wB97M-V/def2-TZVPD.

Structure (XYZ):
```
11
Properties=species:S:1:pos:R:3:lowdin_spin:R:1
C -0.4134 -0.0284 -1.0147 0.091
O 0.6358 -0.3708 -0.2139 0.817
C -0.0416 1.2466 -1.7838 0.050
H -0.5482 -0.8239 -1.7640 0.042
H -1.3393 0.1160 -0.4642 -0.002
H -0.7819 1.5370 -2.5077 0.004
H 0.0859 2.0684 -1.0741 0.000
H 0.9116 1.0979 -2.2750 0.000
H 0.7481 -0.7858 2.2289 -0.001
H -0.7171 -0.7332 2.0169 -0.001
O -0.0751 -0.8347 2.7343 -0.001
```

The value obtained for the LUMO energy (spin up / spin down) is 0.9 / -1.9 eV. For the largest force on an atom, the calculation gives 0.8 eV/Å. The expectation value of S² is 0.754. The gap between HOMO and LUMO (spin up / spin down) comes out at 12.02 / 8.73 eV. The spin multiplicity is 2. The calculation puts the relative energy (zero: lowest compared OMol25 entry of this formula, charge and spin) at 7.99 kcal/mol.

***

# 5
C31H50BrN3OP2Pd as an isolated structure at a distorted geometry, computed with wB97M-V/def2-TZVPD.

Structure (XYZ):
```
89
Properties=species:S:1:pos:R:3:lowdin_spin:R:1
C 3.1304 -6.1779 -2.8520 0.062
C 3.5527 -4.8395 -3.0495 0.048
C 4.6388 -4.6307 -3.9223 0.058
C 5.2460 -5.7304 -4.5345 -0.012
N 4.8404 -6.9859 -4.3325 0.073
C 3.8055 -7.2050 -3.5212 -0.010
C 2.9470 -3.7390 -2.3699 0.190
C 2.4606 -3.0976 -1.4192 0.074
C 1.9579 -2.2895 -0.3507 0.023
C 0.5631 -2.0196 -0.5521 0.031
C -0.0711 -1.1801 0.4088 0.016
C 0.7084 -0.4366 1.2823 0.037
C 2.0765 -0.7468 1.4981 0.009
C 2.6914 -1.6965 0.7094 0.016
Pd 1.8041 -1.3244 -2.1166 0.415
P -1.1387 1.5960 -1.3368 0.566
H 5.0342 -3.6324 -4.0903 0.002
H 2.3168 -6.4262 -2.1765 0.002
H 6.0949 -5.5779 -5.2026 -0.002
H 3.4988 -8.2444 -3.3842 -0.001
H 3.7316 -2.0036 0.8248 0.001
H -0.0797 -2.7663 -1.0290 0.000
H 2.6388 -0.2168 2.2645 0.000
H -1.1517 -1.1382 0.4745 0.000
C -2.0228 3.0315 -0.5148 0.067
C -2.6521 4.1087 -1.3841 0.020
H -1.2666 3.4813 0.1474 0.005
H -2.7908 2.5716 0.1348 0.003
H -3.2276 4.7839 -0.7396 0.005
H -1.9010 4.7125 -1.9028 0.001
H -3.3474 3.6928 -2.1184 0.000
C -1.0250 1.9821 -3.1391 0.098
C -1.2513 0.8312 -4.1283 0.006
H 0.0116 2.3435 -3.2619 0.007
H -1.6760 2.8413 -3.3639 0.019
H -0.5389 0.9144 -4.9606 0.000
H -1.0934 -0.1517 -3.6709 0.002
H -2.2624 0.8641 -4.5535 0.002
C -2.5427 0.4041 -1.3083 0.066
C -3.8389 0.8548 -1.9797 0.035
H -2.7198 0.1801 -0.2455 0.000
H -2.1663 -0.5183 -1.7727 0.001
H -4.5195 -0.0035 -2.0650 0.008
H -4.3642 1.6197 -1.3946 0.001
H -3.6820 1.2443 -2.9921 0.001
Br 0.0078 1.2210 1.8749 0.053
P 3.1893 3.3217 0.0048 0.605
C 1.6692 3.6744 -0.9781 0.088
C 1.7241 5.1375 -1.4320 0.020
H 0.7731 3.4636 -0.3701 0.016
H 1.6375 2.9953 -1.8464 0.005
H 1.0355 5.3194 -2.2652 0.001
H 1.4661 5.8253 -0.6182 0.000
H 2.7392 5.3881 -1.7642 0.006
C 2.5863 3.1687 1.7353 0.101
C 3.5171 3.7544 2.7889 0.012
H 2.3906 2.1080 1.9431 0.016
H 1.6222 3.6907 1.7686 0.003
H 2.9989 3.7825 3.7550 0.000
H 4.4283 3.1575 2.9062 0.000
H 3.7987 4.7778 2.5221 0.003
C 3.7188 1.6444 -0.4764 0.089
C 4.9348 1.7552 -1.4044 0.019
H 2.8642 1.1365 -0.9465 0.014
H 3.9855 1.0964 0.4367 0.002
H 5.4360 0.7849 -1.4934 0.000
H 4.6472 2.0935 -2.4077 0.000
H 5.6577 2.4780 -1.0019 0.005
C -5.5082 -1.3286 1.9261 0.052
N -4.6783 -1.5424 3.0794 0.411
C -5.3505 -1.6748 4.3451 0.056
C -4.3912 -2.1584 5.4062 0.009
C -3.1347 -1.3326 5.3433 0.027
N -2.5536 -1.5175 4.0356 0.303
C -1.1558 -1.2453 3.9031 0.040
C -3.3263 -1.4068 2.8971 0.007
O -2.8639 -1.2126 1.7585 -0.050
H -6.5298 -1.6261 2.1871 0.002
H -5.1461 -1.9263 1.0830 0.018
H -5.5080 -0.2725 1.6154 0.027
H -5.7813 -0.6994 4.6471 0.031
H -6.1866 -2.3749 4.1919 0.014
H -4.1468 -3.2127 5.2360 0.000
H -4.8660 -2.0738 6.3854 0.000
H -2.4072 -1.6607 6.0869 0.002
H -3.3588 -0.2662 5.5172 0.015
H -0.9707 -0.1851 3.6896 0.021
H -0.6629 -1.5159 4.8429 0.002
H -0.7210 -1.8210 3.0830 0.009
```

The value obtained for the LUMO energy (spin up / spin down) is -10.8 / -13.8 eV. For the largest force on an atom, the calculation gives 4.1 eV/Å. The charge is +4. The expectation value of S² is 6.058. The gap between HOMO and LUMO (spin up / spin down) comes out at 7.02 / 3.94 eV. The spin multiplicity is 5.

***

# 6
A 2-piece molecular cluster, C4H11N2O overall, computed with wB97M-V/def2-TZVPD.

Structure (XYZ):
```
18
Properties=species:S:1:pos:R:3:nbo_charge:R:1
O -1.9321 -1.6170 2.5784 -0.488
C -0.7736 -1.8840 2.4407 0.426
C 0.1135 -1.0451 1.5430 -0.341
N -0.6509 0.1469 1.1011 -0.719
H -0.2897 -2.7522 2.9158 0.160
H 1.0204 -0.7555 2.0647 0.251
H 0.3866 -1.6261 0.6633 0.248
H -0.3366 0.4632 0.1025 0.463
H -1.6497 -0.0923 1.1107 0.447
H -0.5468 0.9154 1.7615 0.431
C 1.0148 1.9052 -1.6942 -0.442
C -0.0027 -0.0907 -2.3602 0.015
N 0.2150 0.7108 -1.4114 -0.467
H 0.4801 2.7890 -1.3554 0.221
H 1.2135 2.0118 -2.7588 0.207
H 1.9538 1.8358 -1.1491 0.221
H -0.5864 -0.9882 -2.1808 0.183
H 0.3707 0.0728 -3.3718 0.185
```

The value obtained for the LUMO energy is -3.1 eV. For the largest force on an atom, the calculation gives 0.3 eV/Å. The charge is +1. The gap between HOMO and LUMO comes out at 11.66 eV. The calculation puts the relative energy (zero: lowest compared OMol25 entry of this formula, charge and spin) at 47.63 kcal/mol.

***

# 7
A 3-piece molecular cluster, C27H52BCl2FN4O9PS3 overall at a distorted geometry, computed with wB97M-V/def2-TZVPD.

Structure (XYZ):
```
100
Properties=species:S:1:pos:R:3:lowdin_charge:R:1
C -5.1076 -4.4425 3.3965 -0.059
C -5.2751 -3.3905 2.2956 -0.256
O -4.3261 -3.6806 1.2861 -0.037
C -3.9270 -2.6545 0.4020 -0.441
C -4.8241 -2.7190 -0.8778 -0.536
Cl -4.1507 -3.4910 -2.2780 0.750
C -6.0699 -2.2506 -0.9751 -0.754
C -6.8285 -1.6066 0.1302 -0.135
Cl -6.9911 -2.3836 -2.4412 0.645
O -2.6887 -3.1425 -0.0426 -0.273
P -1.2585 -2.2164 0.2938 0.540
S 0.4826 -0.7703 0.7673 0.534
C -0.2401 -3.8052 -0.1352 -0.241
C -0.7055 -4.5983 -1.3423 -0.262
F -1.4896 -5.6891 -0.9872 -0.069
C -1.2067 -1.4847 -1.4706 -0.298
C 0.0678 -1.6156 -2.3337 -0.248
C 0.5954 -0.2331 -2.7808 -0.220
C 2.1161 -0.1519 -2.9556 -0.189
C 2.8616 0.4850 -1.7582 -0.208
C 3.9694 -0.4010 -1.1827 -0.253
C 5.1599 0.4149 -0.6314 -0.442
S 6.7458 -0.0491 -1.4087 0.972
C 6.8419 -1.7168 -0.9989 -0.708
N 6.4858 -2.3151 0.0883 0.049
N 6.7705 -3.6360 -0.0453 0.045
C 7.2945 -3.7794 -1.2117 -0.201
O 7.3721 -2.6189 -1.8645 0.030
B -1.0638 -2.8107 2.1762 -0.606
N 0.2888 -2.9392 2.7951 0.055
O -2.1423 -3.1441 3.0323 0.072
O -2.2786 -0.8361 0.7692 -0.295
C -3.5945 -1.2348 0.9834 -0.296
N -4.4590 -0.0944 0.5231 0.102
C -4.3463 0.3745 -0.5953 -0.774
S -4.2540 0.9013 -2.0611 0.733
H -4.0612 -4.6878 3.5303 0.066
H -5.7455 -5.3057 3.2449 0.067
H -5.4369 -3.9723 4.3252 0.070
H -5.1563 -2.4165 2.7631 0.108
H -6.2774 -3.5330 1.8924 0.106
H -7.2705 -0.6804 -0.2346 0.078
H -6.2366 -1.3567 0.9954 0.050
H -7.6644 -2.2333 0.4360 0.080
H 1.5916 -1.4400 0.4361 -0.206
H -0.3169 -4.4860 0.7159 0.078
H 0.8190 -3.5915 -0.2462 0.064
H 0.1733 -5.0333 -1.8278 0.107
H -1.2145 -4.0108 -2.1004 0.075
H -2.0393 -1.8734 -2.0553 0.037
H -1.4067 -0.4292 -1.3549 0.039
H 0.9095 -2.1418 -1.8897 0.081
H -0.2018 -2.1315 -3.2569 0.102
H 0.3213 0.5146 -2.0419 0.077
H 0.0846 0.0525 -3.7002 0.102
H 2.5660 -1.1210 -3.1700 0.099
H 2.3572 0.4803 -3.8093 0.097
H 3.3513 1.4042 -2.0842 0.094
H 2.1445 0.7745 -0.9953 0.066
H 3.5984 -1.0218 -0.3724 0.090
H 4.3583 -1.0634 -1.9513 0.086
H 5.2983 0.2265 0.4282 0.066
H 5.0273 1.4841 -0.7541 0.069
H 7.6285 -4.7114 -1.6119 0.124
H 0.4433 -3.9111 3.0498 0.058
H 0.3754 -2.3465 3.6090 0.050
H -2.4835 -2.3447 3.4417 0.088
H -3.6906 -1.2027 2.0666 0.121
C -1.0174 4.2503 -0.7728 -0.094
O -0.2562 5.3408 -1.2764 -0.196
C 1.1055 5.0038 -1.4981 -0.209
C 1.3846 4.7679 -2.9643 -0.207
O 0.7136 3.5998 -3.3969 -0.197
C -0.4616 3.8528 -4.1420 -0.106
H -2.0692 4.5274 -0.8257 0.089
H -0.8633 3.3428 -1.3601 0.083
H -0.7571 4.0534 0.2727 0.082
H 1.3897 4.1310 -0.9037 0.126
H 1.7060 5.8542 -1.1564 0.123
H 2.4590 4.5974 -3.0949 0.123
H 1.1061 5.6372 -3.5687 0.124
H -0.2081 4.2199 -5.1438 0.086
H -1.1098 4.5754 -3.6403 0.085
H -0.9985 2.9106 -4.2409 0.087
C 1.6147 5.8213 2.5542 -0.105
O 2.6078 4.9260 2.0824 -0.198
C 3.5729 4.6011 3.0696 -0.210
C 3.3221 3.2281 3.6556 -0.209
O 2.1199 3.1885 4.4053 -0.194
C 1.0493 2.5730 3.6981 -0.097
H 0.8158 5.8557 1.8141 0.082
H 1.1961 5.4941 3.5088 0.086
H 2.0373 6.8267 2.6634 0.087
H 3.5937 5.3610 3.8569 0.123
H 4.5515 4.5974 2.5776 0.122
H 4.1404 2.9846 4.3418 0.123
H 3.3077 2.4728 2.8644 0.126
H 1.2043 1.4925 3.6305 0.083
H 0.9391 2.9867 2.6936 0.079
H 0.1335 2.7606 4.2568 0.087
```

The value obtained for the LUMO energy is 2.1 eV. For the largest force on an atom, the calculation gives 3.1 eV/Å. The charge is -1. The gap between HOMO and LUMO comes out at 6.63 eV.

***

# 8
An isolated ion of composition C4H7N2O2S and charge +1 at a distorted geometry, computed with wB97M-V/def2-TZVPD.

Structure (XYZ):
```
16
Properties=species:S:1:pos:R:3:nbo_charge:R:1
C -0.5616 1.4818 -0.9250 0.225
C -0.3053 -0.5234 0.2091 0.754
C 0.6146 2.3274 -0.3827 -0.799
C -0.5351 -2.7671 1.1790 -0.416
N -1.0315 0.4044 -0.5796 -0.410
N -1.0362 -1.5698 0.5718 -0.526
O 2.7230 1.9604 -1.7416 -0.665
O 0.9030 -0.3563 0.3575 -0.652
S 2.3188 1.8147 -0.4323 1.604
H -0.9822 2.0694 -1.7636 0.219
H 0.6429 3.2818 -0.9538 0.281
H 0.4126 2.6382 0.6047 0.288
H -1.4150 -3.3550 1.4041 0.231
H 0.1300 -2.5268 1.9790 0.231
H 0.0136 -3.2300 0.3894 0.213
H -1.8914 -1.6498 0.0839 0.422
```

The value obtained for the LUMO energy is -7.5 eV. For the largest force on an atom, the calculation gives 5.2 eV/Å. The charge is +1. The gap between HOMO and LUMO comes out at 6.69 eV. The calculation puts the relative energy (zero: lowest compared OMol25 entry of this formula, charge and spin) at 65.07 kcal/mol.